[1]
Density functional theory data (ωB97M-V/def2-TZVPD) for a structure of composition C5H10O2.

Cartesian coordinates (Å):
O: 2.84 -0.26 -1.39
C: 2.10 -0.58 -0.22
C: 0.66 -0.20 -0.32
C: -1.30 -0.75 0.85
C: -1.88 0.30 -0.11
C: -0.87 1.33 0.33
O: 0.42 1.08 -0.08
H: 2.76 0.69 -1.53
H: 2.54 -0.11 0.68
H: 2.18 -1.67 -0.10
H: 0.07 -0.68 -1.10
H: -1.94 -0.82 1.74
H: -1.07 -1.77 0.52
H: -2.89 0.61 0.15
H: -1.87 0.05 -1.18
H: -0.69 0.37 1.37
H: -1.06 2.40 0.39

Properties
- HOMO (alpha / beta) (eV) = -7.8050 / -7.8055
- multiplicity = 1
- LUMO (alpha / beta) (eV) = 0.57 / 0.57

[2]
Density functional theory data (ωB97M-V/def2-TZVPD) for a cluster of 2 separate species, C5H10O2 in total.

Cartesian coordinates (Å):
C: -2.38 -0.79 -0.32
C: -1.65 0.52 -0.59
C: -0.24 0.51 -0.08
O: 0.69 -0.26 -0.85
C: 0.85 1.17 -0.78
C: 3.12 -0.18 1.18
O: 2.79 -1.26 0.54
H: -3.40 -0.77 -0.73
H: -1.85 -1.63 -0.78
H: -2.46 -0.99 0.76
H: -1.63 0.71 -1.68
H: -2.19 1.36 -0.13
H: -0.12 0.37 1.00
H: 1.99 -1.04 -0.02
H: 1.73 1.49 -0.23
H: 0.64 1.68 -1.72
H: 4.01 -0.50 1.78

Properties
- HOMO (eV) = -8.3937
- multiplicity = 1
- LUMO (eV) = 1.08

[3]
Density functional theory data (ωB97M-V/def2-TZVPD) for the molecule C5H10O2 at a distorted geometry.

Cartesian coordinates (Å):
C: 0.28 1.18 -1.21
C: 0.49 0.75 0.23
C: -0.71 0.23 1.04
O: -1.96 0.81 0.75
C: -0.50 -1.22 0.58
C: 0.96 -0.91 0.20
O: 1.43 -1.43 -1.00
H: 0.84 0.43 -1.91
H: 0.74 2.13 -1.49
H: -0.76 1.12 -1.54
H: 1.16 1.43 0.78
H: -0.47 0.33 2.11
H: -2.63 0.28 1.20
H: -0.73 -2.01 1.30
H: -1.07 -1.39 -0.34
H: 1.70 -1.01 1.01
H: 1.22 -0.73 -1.71

Properties
- HOMO (eV) = -9.8574
- multiplicity = 1
- LUMO (eV) = 0.82

[4]
Density functional theory data (ωB97M-V/def2-TZVPD) for a structure of composition C5H10O2.

Cartesian coordinates (Å):
C: -0.04 1.80 -2.04
C: 0.66 0.88 -1.06
O: -0.32 -0.02 -0.53
C: 0.18 -1.02 0.20
C: -0.01 -0.31 2.23
C: -0.61 -2.23 0.33
O: -0.75 -2.95 1.30
H: -0.86 2.33 -1.54
H: 0.66 2.53 -2.44
H: -0.46 1.22 -2.86
H: 1.46 0.30 -1.53
H: 1.09 1.45 -0.22
H: 0.74 -0.68 1.29
H: -0.53 -1.17 2.65
H: 0.80 0.04 2.87
H: -0.67 0.50 1.94
H: -1.00 -2.54 -0.67

Properties
- HOMO (eV) = -8.3082
- multiplicity = 1
- LUMO (eV) = 0.44

[5]
Density functional theory data (ωB97M-V/def2-TZVPD) for the molecule C5H10O2 at a distorted geometry.

Cartesian coordinates (Å):
C: 2.59 -0.27 0.42
O: 1.44 0.29 -0.15
C: 0.31 -0.54 0.07
C: -0.87 0.15 -0.50
C: -2.21 -0.51 -0.25
C: -0.80 1.64 0.19
O: -1.35 2.13 -0.77
H: 2.47 -0.39 1.51
H: 3.42 0.41 0.23
H: 2.82 -1.25 -0.01
H: 0.13 -0.66 1.15
H: 0.43 -1.51 -0.42
H: -0.71 0.21 -1.61
H: -3.04 0.05 -0.70
H: -2.21 -1.52 -0.69
H: -2.38 -0.58 0.82
H: -0.04 2.34 0.70

Properties
- HOMO (eV) = -8.6316
- multiplicity = 1
- LUMO (eV) = 0.77

[6]
Density functional theory data (ωB97M-V/def2-TZVPD) for a cluster of 2 separate species, C5H10O2 in total at a distorted geometry.

Cartesian coordinates (Å):
C: 2.03 -0.94 -0.26
C: 1.78 -1.65 0.87
C: -1.05 0.11 -2.42
O: -1.53 1.44 -2.63
C: 0.33 0.20 -1.78
C: 1.17 -0.84 -1.40
H: 2.98 -0.35 -0.45
H: 0.72 -2.10 0.93
H: 2.40 -1.71 1.91
H: -1.01 -0.42 -3.39
H: -1.62 -0.33 -1.70
H: -1.66 1.79 -3.58
H: 0.84 1.25 -1.76
H: 1.32 -1.67 -2.18
H: -2.81 2.29 5.92
H: -1.68 1.37 6.33
O: -2.21 1.58 5.58

Properties
- HOMO (alpha / beta) (eV) = -13.3327 / -13.3327
- multiplicity = 2
- LUMO (alpha / beta) (eV) = -5.86 / -7.79
- charge = +1

[7]
Density functional theory data (ωB97M-V/def2-TZVPD) for a cluster of 2 separate species, C5H10O2 in total at a distorted geometry.

Cartesian coordinates (Å):
C: 2.59 0.79 0.44
C: -2.00 -0.14 -1.22
C: -0.73 -0.53 -0.89
O: -0.37 -1.84 -1.04
C: 0.28 0.37 -0.44
C: 1.62 0.16 -0.46
H: 2.06 1.57 1.01
H: 3.43 1.25 -0.09
H: 3.07 0.13 1.17
H: -2.55 -0.97 -1.68
H: -2.35 0.87 -1.22
H: 0.20 -2.12 -0.31
H: -0.17 1.35 -0.28
H: 2.00 -0.65 -1.09
H: -1.22 0.86 3.50
H: -0.60 0.67 2.17
O: -1.42 0.98 2.56

Properties
- HOMO (alpha / beta) (eV) = -14.7605 / -14.9844
- multiplicity = 2
- LUMO (alpha / beta) (eV) = -5.37 / -7.91
- charge = +1

[8]
Density functional theory data (ωB97M-V/def2-TZVPD) for the molecule C5H10O2S at a distorted geometry.

Cartesian coordinates (Å):
C: 0.25 0.83 1.22
C: 0.14 0.02 -0.07
C: 1.42 0.01 -0.92
C: -1.04 0.51 -0.92
C: -1.72 -1.29 0.25
H: 0.90 0.35 1.93
H: -0.70 0.93 1.75
H: 0.66 1.84 1.02
H: 1.64 1.00 -1.26
H: 1.30 -0.66 -1.78
H: 3.01 0.32 0.83
H: -1.03 0.10 -1.94
H: -1.15 1.60 -0.96
H: -2.08 -1.40 1.27
H: -2.07 -2.15 -0.34
O: -2.18 -0.06 -0.28
O: -0.27 -1.32 0.26
S: 2.91 -0.62 -0.06

Properties
- HOMO (eV) = -9.1293
- multiplicity = 1
- LUMO (eV) = 0.77

[9]
Density functional theory data (ωB97M-V/def2-TZVPD) for a structure of composition C5H10O3Pd at a distorted geometry.

Cartesian coordinates (Å):
C: -0.35 1.97 -0.40
O: -1.58 1.19 -0.46
C: -1.76 0.20 0.51
C: -1.39 -1.20 0.05
O: 0.02 -1.30 -0.17
C: 0.52 -2.62 -0.30
H: -0.42 2.68 -1.24
H: -0.36 2.54 0.56
H: -2.82 0.17 0.79
H: -1.16 0.43 1.41
H: -1.93 -1.49 -0.86
H: -1.68 -1.92 0.84
H: 1.61 -2.55 -0.39
H: 0.28 -3.21 0.60
H: 0.05 -3.12 -1.16
Pd: 0.81 0.24 -0.63
O: 2.07 0.39 0.71
C: 2.45 0.94 -0.38
H: 3.38 1.56 -0.27

Properties
- HOMO (alpha / beta) (eV) = -5.9890 / -8.3971
- multiplicity = 3
- LUMO (alpha / beta) (eV) = 0.74 / 0.43

[10]
Density functional theory data (ωB97M-V/def2-TZVPD) for a structure of composition C5H10O3Sm at a distorted geometry.

Cartesian coordinates (Å):
O: 0.05 1.79 -1.86
C: -0.71 2.51 -0.97
C: -0.19 2.05 0.42
O: -0.53 0.70 0.70
C: 0.46 -0.13 1.43
C: 0.30 -1.56 1.12
O: 0.32 -1.66 -0.36
C: 0.71 -2.91 -0.86
Sm: -1.32 -0.40 -1.18
H: -1.56 2.71 -1.68
H: -1.27 3.37 -0.51
H: -0.68 2.65 1.20
H: 0.90 2.18 0.52
H: 0.32 0.05 2.50
H: 1.45 0.27 1.13
H: -0.73 -1.89 1.41
H: 0.69 -2.87 -1.96
H: 1.73 -3.15 -0.51
H: 0.03 -3.71 -0.51

Properties
- HOMO (alpha / beta) (eV) = -6.4855 / -6.4995
- multiplicity = 7
- LUMO (alpha / beta) (eV) = -1.01 / -1.04

Calculated values (eV) of total energy for the records, taken in order: -9436.3401; -9438.2439; -9440.3826; -9437.9810; -9438.9388; -9429.7904; -9432.2132; -20276.6575; -14960.6686; -29385.4673.